{
  "formula": "C21H63BBrNO16",
  "method": "wB97M-V/def2-TZVPD",
  "homo_lumo_gap_ev": 8.73,
  "homo_energy_ev": -9.00,
  "spin_multiplicity": 1,
  "total_energy_ev": -127754.7238,
  "elements": ["C", "C", "C", "C", "C", "O", "C", "B", "O", "O", "C", "N", "C", "C", "O", "Br", "H", "H", "H", "H", "H", "H", "H", "H", "H", "H", "H", "H", "H", "H", "H", "C", "O", "H", "H", "H", "H", "C", "O", "H", "H", "H", "H", "C", "O", "H", "H", "H", "H", "C", "O", "H", "H", "H", "H", "C", "O", "H", "H", "H", "H", "C", "O", "H", "H", "H", "H", "C", "O", "H", "H", "H", "H", "C", "O", "H", "H", "H", "H", "C", "O", "H", "H", "H", "H", "C", "O", "H", "H", "H", "H", "C", "O", "H", "H", "H", "H", "C", "O", "H", "H", "H", "H"],
  "positions_angstrom": [[4.071666, 1.656923, -0.523644], [3.045030, 1.636919, -1.480854], [1.874931, 1.219167, -2.574242], [1.327652, -0.339009, -2.377850], [-0.288482, -0.282172, -1.950710], [-1.174418, 0.047260, -3.078275], [-2.489014, -0.603873, -2.968871], [-3.366335, -0.189470, -1.641218], [-4.043306, 1.128127, -1.428477], [-3.572322, -1.195817, -0.540377], [-2.622313, -0.930198, 0.572236], [2.048428, -1.107228, -1.292425], [2.528220, -2.467287, -1.748818], [1.348982, -3.487999, -2.255853], [0.551486, -3.317759, -3.319061], [1.055106, -5.230435, -1.235843], [4.896405, 1.657506, 0.335262], [0.974016, 1.989512, -2.583711], [2.386909, 1.335794, -3.646313], [1.417615, -0.837900, -3.458155], [-0.392649, 0.477578, -1.057536], [-0.571040, -1.355479, -1.564847], [-3.137824, -0.300320, -3.923549], [-2.433436, -1.792326, -3.010452], [-3.364372, 1.859656, -1.564582], [-2.259082, 0.177705, 0.474546], [-3.115145, -1.085740, 1.642678], [-1.757602, -1.732743, 0.445959], [1.515209, -1.142962, -0.393724], [3.019466, -2.981894, -0.790416], [3.417730, -2.416770, -2.543391], [2.224659, 0.517894, 2.606300], [1.649510, -0.477733, 1.780307], [2.575203, 1.340893, 1.979092], [1.472910, 0.890787, 3.306336], [3.070018, 0.094474, 3.154127], [1.347862, -1.194425, 2.364191], [-7.352856, 1.767483, -3.180898], [-7.520480, 1.984520, -1.791966], [-8.326197, 1.839852, -3.671785], [-6.682961, 2.527228, -3.591086], [-6.936464, 0.771004, -3.347264], [-6.640879, 1.914235, -1.383406], [0.861430, 2.978314, 5.664204], [1.637802, 2.857191, 4.486532], [0.485612, 1.991645, 5.944996], [1.482549, 3.372726, 6.472212], [0.018024, 3.647790, 5.478460], [1.957400, 3.747682, 4.261938], [3.964253, 4.749661, 2.019315], [3.796629, 4.966698, 3.408247], [2.990912, 4.822030, 1.528428], [4.634148, 5.509406, 1.609127], [4.380645, 3.753182, 1.852949], [4.676230, 4.896412, 3.816807], [4.867089, 2.222543, 7.249533], [4.499500, 3.269308, 6.370047], [5.674257, 2.570621, 7.898318], [4.006692, 1.940470, 7.861399], [5.213146, 1.363177, 6.670081], [3.782132, 2.931269, 5.807312], [-0.019968, -2.895990, 4.816748], [-0.016725, -1.830163, 3.884903], [0.705228, -2.680876, 5.605048], [-1.015410, -2.993180, 5.257062], [0.258866, -3.823849, 4.311416], [-0.669173, -2.049045, 3.197908], [-2.719968, -5.864647, 6.119733], [-2.716725, -4.798820, 5.187888], [-1.994772, -5.649533, 6.908033], [-3.715410, -5.961837, 6.560047], [-2.441134, -6.792505, 5.614401], [-3.369173, -5.017701, 4.500893], [-5.566384, 5.697241, -2.678165], [-6.441038, 5.199608, -3.673995], [-5.003480, 6.539040, -3.088180], [-6.148019, 6.035528, -1.817067], [-4.871659, 4.909934, -2.375617], [-6.926603, 4.454154, -3.281461], [2.272378, 1.056023, -7.064417], [3.187980, 0.995490, -5.986297], [1.483264, 1.771183, -6.820607], [2.792667, 1.384680, -7.967473], [1.830455, 0.069506, -7.224169], [3.876072, 0.353558, -6.231269], [3.880032, -7.814811, 1.059843], [3.883275, -6.748984, 0.127997], [4.605228, -7.599697, 1.848142], [2.884590, -7.912001, 1.500156], [4.158866, -8.742670, 0.554510], [3.230827, -6.967866, -0.558997], [-6.555081, 9.302094, -4.455423], [-5.570554, 8.395634, -4.917343], [-6.078906, 10.259145, -4.229787], [-7.310576, 9.447501, -5.231509], [-7.019727, 8.906113, -3.549148], [-6.022340, 7.556232, -5.109316], [3.895475, -8.387708, -3.313500], [4.257160, -8.766609, -1.998224], [3.181517, -9.114067, -3.708806], [3.432253, -7.398123, -3.294208], [4.785565, -8.372909, -3.947181], [4.890846, -8.104176, -1.673905]],
  "atomic_forces_ev_per_a": [[-6.8, -0.3, -6.1], [6.2, -0.8, 6.2], [1.4, 0.7, -0.1], [-1.3, 0.8, -0.4], [0.7, -0.9, 0.2], [-0.1, -0.8, 1.3], [-1.2, -0.8, -1.0], [-1.2, 0.1, 2.3], [3.1, -1.6, -0.4], [1.3, 2.5, -1.2], [0.2, -0.3, 0.2], [-0.5, -1.3, -2.2], [0.9, -0.6, 1.8], [-3.9, 1.1, -6.3], [5.4, -0.9, 7.3], [0.3, 1.5, -0.6], [-2.4, 0.2, -2.6], [2.0, -1.6, 0.4], [-1.0, -0.4, 2.4], [-0.2, 0.8, 2.6], [0.1, -1.3, -1.7], [0.6, 2.0, -0.7], [1.7, -0.4, 1.9], [0.3, 2.4, 0.1], [-1.4, -1.3, -0.2], [-0.3, -2.2, 0.5], [0.8, 0.4, -2.5], [-1.5, 2.0, 0.4], [0.8, 0.1, -1.0], [-1.2, 1.0, -2.1], [-2.4, 0.0, 1.4], [-0.2, 0.0, 0.3], [-0.2, -0.7, -0.4], [-0.1, -0.2, 0.0], [0.3, 0.1, 0.0], [0.1, 0.2, 0.1], [0.0, 0.4, 0.0], [0.1, -0.1, 0.2], [0.3, 0.2, 0.4], [0.1, 0.0, 0.2], [0.1, -0.2, -0.3], [0.0, 0.0, -0.3], [-0.4, -0.1, -0.1], [0.0, 0.2, 0.0], [0.4, 0.4, -0.1], [0.1, 0.1, -0.1], [-0.2, 0.0, 0.2], [-0.1, 0.0, 0.3], [0.1, -0.3, -0.1], [0.2, 0.0, -0.1], [0.2, 0.0, 0.6], [0.1, 0.0, 0.1], [0.0, -0.1, -0.2], [-0.1, 0.0, -0.3], [-0.6, 0.0, 0.0], [-0.1, 0.0, -0.1], [-0.3, 0.1, -0.4], [-0.1, 0.0, -0.1], [0.1, -0.2, 0.2], [0.1, -0.2, 0.2], [0.3, 0.2, 0.1], [-0.2, -0.3, 0.2], [-0.1, 0.3, -0.8], [-0.1, 0.1, -0.2], [0.2, -0.2, 0.1], [0.0, -0.1, 0.2], [0.3, 0.2, 0.4], [-0.1, -0.1, -0.1], [-0.3, 0.2, -0.5], [-0.1, 0.0, -0.2], [0.1, -0.2, 0.2], [0.0, -0.1, 0.2], [0.4, 0.2, 0.4], [0.0, -0.1, 0.2], [-0.4, -0.3, -0.2], [-0.1, -0.1, 0.0], [0.2, 0.1, 0.1], [0.1, 0.1, 0.2], [0.1, 0.5, -0.3], [0.1, -0.1, -0.1], [0.5, -0.3, 0.2], [0.2, -0.1, 0.0], [-0.2, 0.0, -0.1], [-0.2, 0.1, -0.2], [-0.4, 0.4, 0.2], [-0.1, -0.1, -0.1], [-0.1, 0.2, -0.4], [-0.1, 0.1, -0.2], [0.1, -0.2, 0.2], [-0.1, -0.1, 0.2], [0.4, 0.1, 0.3], [-0.1, -0.2, 0.0], [0.1, -0.5, -0.2], [0.0, -0.2, -0.1], [-0.1, 0.2, 0.1], [-0.2, 0.2, 0.1], [0.3, 0.4, 0.1], [0.1, 0.1, 0.0], [0.3, 0.1, 0.3], [0.1, 0.1, 0.1], [-0.1, 0.0, -0.3], [-0.1, 0.1, -0.2], [-0.3, -0.3, 0.0]],
  "lowdin_charge": [0.0240, -0.0786, -0.1359, -0.2537, -0.1531, -0.1953, -0.1065, -0.3712, 0.0399, -0.1050, -0.0967, -0.0421, -0.1854, -0.5673, -0.1050, 0.6219, 0.0561, 0.1203, 0.1004, 0.1616, 0.1444, 0.1216, 0.1458, 0.1444, 0.1207, 0.0992, 0.1139, 0.1042, 0.0945, 0.1310, 0.1557, -0.1514, -0.1561, 0.0590, 0.0593, 0.0824, 0.0477, -0.1615, -0.1267, 0.0867, 0.0608, 0.0784, 0.0675, -0.1467, -0.1501, 0.0833, 0.0730, 0.0799, 0.0661, -0.1528, -0.1373, 0.0854, 0.0789, 0.0587, 0.0870, -0.1620, -0.1385, 0.0794, 0.0748, 0.0765, 0.0514, -0.1450, -0.1379, 0.0839, 0.0635, 0.0826, 0.0815, -0.1595, -0.1443, 0.0814, 0.0766, 0.0769, 0.0868, -0.1557, -0.1364, 0.0712, 0.0822, 0.0711, 0.0515, -0.1614, -0.1444, 0.0819, 0.0754, 0.0766, 0.0857, -0.1595, -0.1767, 0.0816, 0.0783, 0.0682, 0.0060, -0.1648, -0.1397, 0.0793, 0.0755, 0.0738, 0.0712, -0.1538, -0.1460, 0.0829, 0.0690, 0.0781, 0.0756]
}

=====

{
  "formula": "C13H40N4O7",
  "method": "wB97M-V/def2-TZVPD",
  "homo_lumo_gap_ev": 8.16,
  "e_above_lowest_kcal_mol": 139.71,
  "homo_energy_ev": -8.56,
  "spin_multiplicity": 1,
  "total_energy_ev": -34417.7473,
  "smiles": "NC(N)=O.NC(N)=O.CC(C)O.CC(C)O.CC(C)O.CO.CO",
  "elements": ["N", "C", "N", "O", "H", "H", "H", "H", "N", "C", "N", "O", "H", "H", "H", "H", "C", "C", "C", "O", "H", "H", "H", "H", "H", "H", "H", "H", "C", "C", "C", "O", "H", "H", "H", "H", "H", "H", "H", "H", "C", "C", "C", "O", "H", "H", "H", "H", "H", "H", "H", "H", "C", "O", "H", "H", "H", "H", "C", "O", "H", "H", "H", "H"],
  "positions_angstrom": [[0.190192, 1.529656, 0.247601], [-0.164874, 1.910886, -0.932518], [-0.149571, 0.946372, -1.804614], [-0.621195, 3.193332, -1.152603], [0.384061, 2.388985, 0.836260], [0.679627, 0.676260, 0.525779], [-0.541551, 1.160974, -2.743913], [0.422654, 0.072629, -1.669307], [-2.577722, -0.230050, -0.425217], [-2.940018, 0.055468, 0.815099], [-2.190233, 1.001143, 1.316176], [-4.094224, -0.426446, 1.398435], [-3.126251, -0.948539, -0.870219], [-1.797717, 0.288801, -0.850642], [-2.359312, 1.091394, 2.305560], [-1.236217, 1.272407, 0.947024], [0.110929, -0.876592, 2.975332], [-1.193305, -1.510349, 3.597981], [-1.647042, -2.596912, 2.612662], [-1.116250, -2.138372, 4.723568], [-0.011411, -0.410087, 2.021768], [0.818537, -1.706100, 2.866728], [0.435481, -0.081090, 3.618487], [-1.933731, -0.810297, 3.783668], [-2.548939, -3.158458, 2.950101], [-0.926588, -3.335999, 2.330277], [-1.915930, -2.061315, 1.720928], [-0.757458, -1.525445, 5.311914], [-1.059506, -1.136644, -4.517302], [-1.992064, -1.454367, -3.366618], [-3.220478, -0.537929, -3.377688], [-2.422255, -2.631638, -3.352886], [-0.167060, -1.718429, -4.382285], [-0.735023, -0.129183, -4.387104], [-1.713285, -1.239795, -5.384095], [-1.439953, -1.331825, -2.459198], [-3.872352, -0.688831, -2.520897], [-3.833999, -0.573254, -4.258221], [-2.885600, 0.535420, -3.300796], [-1.749352, -3.273728, -3.394257], [3.973701, 1.431936, 0.000369], [3.449180, 0.171651, 0.635613], [2.972198, 0.567490, 2.061415], [2.531905, -0.417048, 0.102356], [4.627924, 1.174825, -0.841695], [4.584837, 1.968602, 0.672505], [3.168495, 2.056110, -0.376909], [4.257120, -0.574633, 0.811862], [3.591511, 1.339715, 2.510665], [2.849628, -0.283055, 2.731603], [2.068807, 1.212428, 2.034026], [2.766709, -0.702042, -0.797943], [1.734550, 4.077425, 1.323333], [0.585445, 3.728146, 2.059616], [1.432182, 4.047910, 0.308846], [2.599976, 3.410651, 1.463421], [2.080634, 5.079073, 1.568255], [-0.057384, 4.432759, 1.998697], [0.875198, -2.193899, -1.444087], [1.411612, -1.156413, -2.286890], [1.656922, -2.764931, -0.964038], [0.263536, -2.885833, -2.033660], [0.192482, -1.914880, -0.667093], [2.281821, -1.398040, -2.625237]],
  "atomic_forces_ev_per_a": [[2.4, 1.8, 4.8], [-2.6, 7.1, -2.5], [-0.4, -1.8, -3.6], [2.3, -6.1, 0.9], [-0.5, -1.5, -0.2], [0.0, 0.4, -0.9], [0.8, -0.3, 1.2], [-0.8, 1.8, -0.5], [0.2, -1.3, -1.1], [-6.4, -1.7, 1.8], [1.1, 1.5, 2.7], [5.8, 1.9, -2.6], [0.4, 0.3, -0.2], [-1.0, -0.9, -0.1], [0.1, 0.5, 0.1], [-1.8, -0.6, 0.6], [-0.8, -1.1, 1.4], [0.4, -0.4, -6.4], [-1.8, 0.8, -0.3], [1.6, -3.7, 4.4], [-0.6, -0.1, -0.6], [0.3, 0.4, 0.2], [0.7, 0.3, 0.5], [-1.7, 2.1, -1.0], [0.6, 0.6, 0.0], [1.0, -0.3, 0.3], [-0.4, -0.1, -0.7], [0.9, 1.1, 2.4], [-1.1, 0.2, 0.7], [1.5, 7.1, 0.0], [0.9, 2.0, 0.8], [-4.3, -7.6, -0.5], [0.3, -0.7, -0.8], [0.2, 0.9, -0.4], [0.9, -0.2, -0.6], [0.6, 1.1, 1.0], [0.0, -0.2, -0.2], [0.0, -0.5, -0.7], [-0.3, -0.9, 0.0], [1.2, -1.3, -0.1], [0.3, -0.7, -1.8], [8.2, 4.7, 7.7], [-0.2, 1.1, 0.1], [-9.0, -5.5, -6.6], [-0.2, 0.1, -0.2], [0.6, 0.7, 0.8], [-0.2, 0.1, 0.0], [0.7, 0.7, 0.1], [0.9, -0.5, 0.2], [-0.1, 0.2, -0.1], [-0.2, -1.0, -0.3], [-0.5, 0.2, 0.4], [0.7, 0.8, 0.1], [0.2, -0.9, 1.1], [0.2, 0.2, -1.5], [-0.7, -0.1, 0.4], [0.0, 0.2, 0.0], [-0.2, 0.2, -0.2], [0.1, -1.6, -1.0], [-0.1, -0.4, 0.5], [0.3, -0.1, 0.1], [0.3, 0.0, -0.3], [-0.1, 1.3, 0.4], [-0.3, -0.2, -0.1]],
  "nbo_charge": [-0.8977, 0.7498, -0.8496, -0.7417, 0.4552, 0.4327, 0.4205, 0.4359, -0.8595, 0.7542, -0.8421, -0.7580, 0.4128, 0.4062, 0.3945, 0.4064, -0.6453, 0.1109, -0.6177, -0.6835, 0.1989, 0.2079, 0.2006, 0.1511, 0.2237, 0.1917, 0.2067, 0.4545, -0.6331, 0.1163, -0.6192, -0.6921, 0.2016, 0.1956, 0.2207, 0.1195, 0.2161, 0.2165, 0.2014, 0.4632, -0.6476, 0.1273, -0.6317, -0.6989, 0.2014, 0.2178, 0.2124, 0.1209, 0.2108, 0.2228, 0.1976, 0.4732, -0.2735, -0.7374, 0.1914, 0.1811, 0.1792, 0.4917, -0.2799, -0.7548, 0.1919, 0.1719, 0.2131, 0.4943]
}